25
Properties=species:S:1:pos:R:3:forces:R:3 method="wB97M-V/def2-TZVPD" homo_ev=-3.059 multiplicity=1 charge=-1
O 1.762328 -2.470715 0.943071 0.5118 0.6864 -0.3630
C 1.440772 -2.687848 -0.293521 -2.0010 -0.9983 0.0608
C 0.281296 -2.277555 -0.919665 1.0137 -0.8352 0.2470
O -0.507238 -1.281471 -0.339242 -0.5379 0.2299 -0.2471
C -1.711443 -1.709244 0.265137 0.2406 -0.1866 -0.0053
C -2.529339 -0.499579 0.673890 0.0802 -0.0660 0.4226
O -3.334512 0.010677 -0.369161 -0.2424 0.0816 -0.2560
C -3.000529 1.301134 -0.827527 0.1735 0.1151 0.0011
H 2.004377 -3.448265 -0.877011 0.0670 0.3347 0.2275
H -0.139351 -2.821734 -1.769969 0.2480 0.5529 -0.0868
H -1.480901 -2.329041 1.149483 -0.0551 0.1217 -0.1406
H -2.291030 -2.324845 -0.442835 0.0308 0.1141 0.1399
H -3.212893 -0.810487 1.478495 0.1077 0.0704 -0.0663
H -1.868240 0.293026 1.066474 -0.0672 -0.3098 -0.0708
H -3.875286 1.695863 -1.358665 0.1764 -0.0914 0.0737
H -2.767035 1.972109 0.017229 -0.0138 -0.1223 -0.2598
H -2.139630 1.277408 -1.515827 -0.1406 0.0265 0.2148
O 0.418020 1.963190 0.652458 0.6434 0.5050 -0.5418
C 0.824112 2.289092 -0.460447 -1.0256 0.1174 -0.7011
C 1.598477 1.411729 -1.388771 3.3737 0.6477 -0.5169
O 2.398949 0.525755 -0.754205 -1.3985 -0.2044 -0.6900
Ag 1.267880 -0.249401 1.069836 0.4501 -0.2472 0.0719
H 0.394956 3.199412 -0.942911 0.0851 0.0773 0.2517
H 0.809653 1.295857 -2.188705 -0.8199 -1.4584 0.5123
H 2.283804 1.866539 -2.259591 -0.9001 0.8388 1.7224